ORCA calculation (the ωB97M-V functional and the def2-TZVPD basis) on a structure of composition C21H43N2P3STc.

```
71
Properties=species:S:1:pos:R:3:lowdin_charge:R:1
Tc 0.19258 -0.01901 -0.25243 0.71
P 1.99789 1.18101 0.30562 0.67
P -1.35510 -0.02832 1.55146 0.74
P -0.83116 1.88291 -1.18203 0.69
H 0.69776 -3.92193 -6.34298 0.11
C 0.82963 -2.89153 -6.72003 0.18
C 1.95414 -2.17094 -6.56482 0.21
H 2.73055 -2.42847 -5.82653 0.12
C 3.50409 0.22803 0.69498 -0.20
C 1.62926 2.21714 1.80043 -0.20
C 2.71017 2.40544 -0.87748 -0.22
C -2.76803 -1.14559 1.16449 -0.20
C -0.94761 -0.76567 3.20546 -0.21
C -2.14511 1.49713 2.16054 -0.23
C -0.37429 2.30116 -2.91131 -0.23
C -0.82848 3.62277 -0.49326 -0.20
C -2.61483 1.58408 -1.38226 -0.23
H -0.04600 -2.47905 -7.25312 0.14
H 2.15083 -1.30318 -7.20366 0.13
H 3.46672 -0.71317 0.12876 0.05
H 3.56595 0.04998 1.77522 0.06
H 4.38750 0.78888 0.36694 0.08
H 1.27110 1.55258 2.61066 0.04
H 0.85689 2.98022 1.57323 0.04
H 2.56130 2.71697 2.12154 0.09
H 3.12772 1.86570 -1.74021 0.05
H 3.52910 2.94035 -0.36958 0.09
H 1.97838 3.14107 -1.24179 0.03
H -3.49998 -1.06416 1.98073 0.09
H -2.42833 -2.18829 1.09780 0.05
H -3.24362 -0.87999 0.21183 0.05
H -1.82025 -0.59248 3.85969 0.08
H -0.06763 -0.26210 3.63444 0.05
H -0.75033 -1.84856 3.12919 0.06
H -2.85868 1.19794 2.94740 0.09
H -2.66952 2.03650 1.36257 0.03
H -1.38172 2.15416 2.60536 0.06
H -1.01040 3.13203 -3.25919 0.09
H -0.52861 1.42813 -3.55878 0.03
H 0.68344 2.58882 -2.98516 0.05
H -1.47769 4.22987 -1.15417 0.09
H 0.18874 4.05520 -0.49503 0.05
H -1.22751 3.63421 0.53460 0.04
H -2.99835 2.29782 -2.12420 0.09
H -3.17064 1.71381 -0.44711 0.04
H -2.77172 0.56658 -1.76162 0.05
C 0.82934 -1.96011 -3.35483 -0.70
C -0.40879 -1.78414 -3.97395 -0.12
C -1.00790 -2.92884 -4.47842 -0.07
C -0.49592 -4.20038 -4.21269 -0.05
C 0.72852 -4.38097 -3.57833 -0.04
C 1.42292 -3.23842 -3.23844 -0.11
S 1.60449 -0.58706 -2.68194 0.83
H 0.18072 -0.17653 -2.05856 -0.10
H -0.82307 -0.77313 -4.06986 0.11
H -1.89592 -2.77929 -5.08634 0.14
H -0.98862 -5.09029 -4.60683 0.14
H 1.16104 -5.35067 -3.39353 0.13
H 2.43337 -3.32721 -2.84076 0.12
C 2.03161 -2.10609 2.44986 0.00
C 1.13639 -2.60800 1.37127 -0.37
N 0.44056 -2.10082 0.34279 -0.08
C -0.32072 -3.14261 -0.21460 -0.13
C 0.01965 -4.28706 0.42879 -0.01
N 0.90082 -3.92429 1.41378 0.15
H 1.82827 -2.72711 3.33829 0.12
H 3.07708 -2.25206 2.14529 0.11
H 1.85831 -1.06347 2.72664 0.06
H -1.08577 -2.94902 -0.96067 0.12
H -0.27596 -5.30223 0.26446 0.14
H 1.30640 -4.48900 2.14631 0.19
```

2S+1: 4
Orbital gap (alpha / beta) in eV: 7.0 / 4.9
⟨S²⟩: 3.775
Max |F| in Eh/bohr: 0.075
Net charge: +4
Total energy in a.u.: -2436.95833

=====

ORCA calculation (the ωB97M-V functional and the def2-TZVPD basis) on a cluster of 3 separate species, C21H43N3O4 in total.

```
71
Properties=species:S:1:pos:R:3:lowdin_charge:R:1
C 5.38974 2.53622 -3.23207 -0.10
C 5.29406 1.05119 -3.56880 -0.25
C 4.29600 0.31475 -2.65387 -0.20
C 3.05462 -0.27553 -3.35176 -0.17
C 2.38237 0.58754 -4.42873 -0.10
C 1.22461 1.46207 -3.94748 -0.15
O 1.16467 2.66910 -4.78663 0.10
C 1.49562 3.73165 -4.05038 -0.54
O 1.91782 4.76385 -4.43171 0.20
O 1.24709 3.44412 -2.71646 0.14
C 1.37336 2.06834 -2.55746 -0.24
O 0.32902 1.55838 -1.69775 0.07
C 0.53228 1.80690 -0.42999 -0.31
N 0.69220 2.02224 0.68855 0.22
H 5.78444 2.64261 -2.22012 0.08
H 4.41821 3.03250 -3.24007 0.06
H 6.07092 3.07098 -3.89129 0.07
H 5.06939 0.89825 -4.62263 0.10
H 6.28266 0.61967 -3.41018 0.10
H 4.02252 0.96123 -1.82028 0.09
H 4.82133 -0.52127 -2.19100 0.11
H 2.30673 -0.48661 -2.58198 0.09
H 3.32656 -1.24688 -3.75772 0.11
H 1.96177 -0.08438 -5.17650 0.12
H 3.07488 1.23259 -4.96256 0.12
H 0.24994 1.01408 -4.11787 0.16
H 2.32397 1.84413 -2.08365 0.14
C -3.95786 1.53012 6.10071 -0.09
C -3.48198 2.03684 4.74724 -0.28
N -2.33445 1.31003 4.23956 -0.20
C -1.68115 1.96200 3.11606 -0.25
C -2.47474 2.10127 1.81173 -0.09
C -2.50731 -0.12723 4.13342 -0.25
C -3.68098 -0.64746 3.29016 -0.08
H -3.13516 1.51000 6.81647 0.08
H -4.73393 2.18991 6.49076 0.07
H -4.38431 0.52811 6.03890 0.06
H -3.18113 3.08193 4.85735 0.12
H -4.33363 2.03344 4.04738 0.10
H -0.74453 1.44267 2.90735 0.09
H -1.38724 2.96295 3.44630 0.11
H -2.56490 1.14897 1.28704 0.05
H -1.95802 2.78885 1.14131 0.05
H -3.47719 2.49804 1.97922 0.07
H -2.61495 -0.52986 5.14431 0.10
H -1.57211 -0.55096 3.75772 0.10
H -4.60884 -0.12032 3.51571 0.07
H -3.84939 -1.70478 3.50620 0.07
H -3.49441 -0.56137 2.22029 0.05
C -0.96171 -3.15584 2.48637 -0.08
C -1.15501 -2.42116 1.16894 -0.27
N -0.01760 -2.55563 0.27785 -0.19
C -0.03735 -1.62772 -0.83406 -0.25
C -1.15143 -1.75934 -1.88045 -0.07
C 0.38430 -3.91638 -0.03220 -0.24
C -0.65940 -4.84999 -0.65935 -0.08
H -0.02653 -2.85668 2.96163 0.09
H -1.78080 -2.91795 3.16497 0.06
H -0.95113 -4.23873 2.35621 0.07
H -1.27526 -1.35472 1.38359 0.10
H -2.10030 -2.75314 0.70962 0.11
H 0.93130 -1.68301 -1.33988 0.10
H -0.09043 -0.62183 -0.41076 0.08
H -1.00487 -2.62223 -2.52929 0.06
H -1.16079 -0.87214 -2.51858 0.06
H -2.13605 -1.83818 -1.41929 0.07
H 0.74280 -4.37873 0.89072 0.10
H 1.26153 -3.86551 -0.68240 0.11
H -1.61616 -4.79991 -0.13804 0.07
H -0.30973 -5.88241 -0.59891 0.07
H -0.83398 -4.62960 -1.71154 0.05
```

Orbital gap in eV: 8.4
SMILES: CCCCC[C@@H]1OC(=O)O[C@H]1OC#N.CCN(CC)CC.CCN(CC)CC
Max |F| in Eh/bohr: 0.024
Total energy in a.u.: -1291.11977

=====

ORCA calculation (the ωB97M-V functional and the def2-TZVPD basis) on a cluster of 2 separate species, C21H44BrFNO in total.

```
69
Properties=species:S:1:pos:R:3:lowdin_charge:R:1
C -4.72769 6.39095 2.99945 -0.11
C -5.48442 5.52889 1.87843 -0.25
C -4.77622 4.14090 1.61653 -0.23
C -3.72420 4.25142 0.43031 -0.20
C -3.46311 2.79709 -0.08614 -0.22
C -2.48684 2.70115 -1.31363 -0.19
C -1.59113 1.38969 -1.25680 -0.18
C -0.40481 1.70215 -0.27225 -0.13
C 0.26021 0.45011 0.37627 -0.30
O 1.63030 0.79432 0.65156 -0.09
C 2.32111 -0.36436 1.14591 -0.13
C 1.73731 -0.60879 2.59121 -0.09
N 0.34652 -1.10960 2.40028 0.04
C -0.51400 -0.15398 1.60477 -0.57
Br -1.07557 1.22614 2.93934 0.89
C -1.81804 -0.94983 1.24544 -0.34
F -2.30446 -1.55750 2.42228 -0.03
C -1.63963 -2.09844 0.20637 -0.17
C -3.06459 -2.71547 -0.14322 -0.07
H -4.19686 7.20825 2.46419 0.07
H -5.49996 6.81015 3.69154 0.07
H -4.03309 5.74346 3.58113 0.06
H -6.51681 5.35773 2.27768 0.10
H -5.54458 6.15751 0.95906 0.10
H -4.30581 3.80612 2.57102 0.10
H -5.58416 3.40274 1.37830 0.10
H -2.81727 4.72116 0.88952 0.12
H -4.13673 4.93947 -0.34718 0.12
H -4.43507 2.27102 -0.25651 0.12
H -2.96226 2.24368 0.75896 0.07
H -1.78714 3.57545 -1.24831 0.11
H -3.00975 2.80087 -2.29446 0.12
H -2.25657 0.55204 -0.94076 0.09
H -1.24128 1.15282 -2.29373 0.12
H 0.39416 2.19298 -0.88714 0.14
H -0.75207 2.47561 0.44735 0.09
H 0.30749 -0.34159 -0.42459 0.15
H 2.11613 -1.26981 0.50746 0.12
H 3.41881 -0.21622 1.20284 0.14
H 2.31736 -1.36925 3.16552 0.15
H 1.79128 0.34205 3.16699 0.14
H 0.36503 -2.05495 2.00105 0.17
H -0.06964 -1.20196 3.34043 0.16
H -2.60625 -0.21131 0.96156 0.13
H -1.18386 -1.78834 -0.75715 0.11
H -1.05710 -2.94503 0.66340 0.12
H -2.92492 -3.21771 -1.13712 0.09
H -3.81819 -1.91571 -0.30811 0.09
H -3.37823 -3.50989 0.56298 0.08
C 5.74427 -3.07905 -4.35279 -0.11
C 5.06101 -4.14819 -3.50827 -0.27
C 3.78206 -3.65628 -2.83000 -0.23
C 3.97683 -2.51597 -1.82723 -0.23
C 4.94858 -2.81126 -0.68335 -0.27
C 4.49610 -3.96100 0.20885 -0.11
H 6.06694 -2.22991 -3.74662 0.07
H 6.62986 -3.49079 -4.83966 0.07
H 5.07254 -2.71005 -5.13132 0.08
H 5.76447 -4.53518 -2.76550 0.10
H 4.80514 -4.99188 -4.15532 0.11
H 3.30113 -4.50328 -2.33051 0.10
H 3.07756 -3.32303 -3.59900 0.11
H 2.99741 -2.25839 -1.40382 0.08
H 4.31920 -1.62167 -2.35576 0.10
H 5.04447 -1.90975 -0.06824 0.09
H 5.94749 -3.02056 -1.07404 0.11
H 3.51613 -3.75038 0.64980 0.06
H 5.20648 -4.11012 1.02430 0.07
H 4.42896 -4.89944 -0.34357 0.07
```

Orbital gap in eV: 9.6
Max |F| in Eh/bohr: 0.043
Net charge: +1
Total energy in a.u.: -3630.13836